Here is a gas-phase ion, C3H6Cl2N2P (charge -1) at a distorted geometry from the Open Molecules 2025 dataset. Energies are from ωB97M-V/def2-TZVPD.

Geometry as XYZ:
```
14
Properties=species:S:1:pos:R:3:nbo_charge:R:1
C 2.543 -0.143 -0.021 -0.637
C 1.190 -0.159 -0.652 -0.188
Cl 1.040 0.795 -2.102 -0.056
C 0.106 -0.825 -0.204 0.211
Cl 0.443 -1.780 1.300 -0.169
N -1.106 -0.903 -0.765 -1.040
P -2.304 -0.181 0.063 1.569
N -2.157 1.291 0.611 -1.397
H 3.210 0.466 -0.615 0.210
H 2.975 -1.135 0.038 0.209
H 2.502 0.285 0.971 0.214
H -3.388 -0.245 -0.836 -0.136
H -2.695 -1.071 1.098 -0.153
H -1.232 1.636 0.386 0.363
```

**Total charge**: -1
**Gap between HOMO and LUMO**: 0.2708 Eh
**Max |F|**: 1.3 eV/Å
**Lowest unoccupied orbital energy**: 3.5 eV



Here is a molecular structure, C3H9N5 at a distorted geometry from the Open Molecules 2025 dataset. Energies are from ωB97M-V/def2-TZVPD.

Geometry as XYZ:
```
17
Properties=species:S:1:pos:R:3:nbo_charge:R:1
C 0.835 -1.581 -0.566 -0.678
N 0.633 -0.643 1.663 -0.443
C -0.733 1.225 -1.651 0.691
C 0.174 -0.622 0.379 0.473
N 0.207 0.248 2.659 -0.641
N -0.750 2.309 -1.037 -0.875
N -0.761 0.149 -0.010 -0.733
N -0.565 0.514 -2.646 -0.784
H 1.414 -1.224 1.926 0.389
H -0.796 0.148 2.801 0.356
H 0.397 1.209 2.375 0.356
H -1.006 1.063 0.508 0.408
H -1.233 3.129 -1.373 0.395
H -0.787 -0.465 -2.603 0.373
H 1.102 -1.059 -1.483 0.258
H 1.727 -2.018 -0.123 0.217
H 0.143 -2.382 -0.819 0.239
```

**Gap between HOMO and LUMO**: 0.3464 Eh
**Max |F|**: 2.4 eV/Å
**Lowest unoccupied orbital energy**: 0.8 eV



Here is a molecular structure, C11H23BCeF4NO2P2 at a distorted geometry from the Open Molecules 2025 dataset. Energies are from ωB97M-V/def2-TZVPD.

Geometry as XYZ:
```
45
Properties=species:S:1:pos:R:3:lowdin_charge:R:1
Ce 1.555 0.643 0.248 1.556
P 0.984 -2.174 -1.675 0.940
C -0.735 -2.256 -1.072 -0.206
C -1.371 -1.422 0.043 -0.246
N -0.761 -0.375 0.672 0.005
C -1.463 0.301 1.630 -0.285
C -2.770 -0.037 1.959 0.039
C -3.386 -1.100 1.315 0.052
C -2.673 -1.794 0.350 0.026
C -0.801 1.440 2.401 -0.243
P 0.131 2.729 1.427 0.868
H -3.104 -2.647 -0.178 0.151
H -3.279 0.551 2.721 0.148
H -4.410 -1.372 1.547 0.150
H -1.569 2.034 2.923 0.125
H -0.137 1.032 3.191 0.129
H -1.348 -2.152 -1.959 0.114
H -0.818 -3.318 -0.792 0.135
H -2.992 0.935 -4.579 0.007
O -3.070 0.888 -5.536 -0.054
H -3.521 0.042 -5.688 0.047
H 1.327 -0.897 -2.220 0.057
O 1.439 1.005 -1.801 -0.353
H 1.352 1.375 -2.706 0.116
C -1.204 3.846 0.905 -0.186
H -1.658 4.354 1.770 0.092
H -0.767 4.595 0.228 0.081
H -1.972 3.281 0.358 0.072
C 0.951 3.683 2.749 -0.180
H 1.695 4.337 2.272 0.083
H 0.218 4.298 3.290 0.091
H 1.470 3.013 3.448 0.078
C 2.047 -3.000 -0.489 -0.145
H 2.416 -3.917 -0.973 0.098
H 2.909 -2.388 -0.188 0.060
H 1.490 -3.296 0.414 0.097
C 1.031 -3.116 -3.198 -0.167
H 1.953 -2.831 -3.726 0.094
H 1.037 -4.187 -2.977 0.089
H 0.163 -2.851 -3.822 0.089
F 2.841 -0.433 2.251 0.067
B 4.018 0.129 1.599 -1.109
F 3.667 1.541 1.415 0.063
F 5.174 -0.104 2.220 0.297
F 3.940 -0.385 0.233 0.057
```

**Total charge**: +3
**Gap between HOMO and LUMO (alpha / beta)**: 0.1322 / 0.1321 Eh
**Max |F|**: 2.4 eV/Å
**Lowest unoccupied orbital energy (alpha / beta)**: -14.2 / -14.2 eV



Here is a molecular structure, C23H23Cl2O2PRhSSe4 at a distorted geometry from the Open Molecules 2025 dataset. Energies are from ωB97M-V/def2-TZVPD.

Geometry as XYZ:
```
57
Properties=species:S:1:pos:R:3:nbo_charge:R:1
Rh 0.156 -0.421 -0.183 0.113
Se 1.944 0.111 1.190 -0.006
P -1.272 1.249 2.603 0.669
Se -0.442 1.847 0.630 -0.295
C -3.092 1.353 2.351 -0.353
C -3.862 1.210 3.498 -0.160
C -5.241 1.231 3.421 -0.220
C -5.862 1.364 2.189 -0.230
C -5.101 1.497 1.041 -0.212
C -3.721 1.490 1.122 -0.228
C -1.092 2.902 3.396 -0.354
C -1.649 4.048 2.842 -0.142
C -1.416 5.285 3.411 -0.236
C -0.625 5.385 4.546 -0.222
C -0.072 4.247 5.108 -0.221
C -0.303 3.008 4.532 -0.204
H -3.362 1.083 4.450 0.202
H -5.835 1.123 4.318 0.200
H -6.941 1.375 2.120 0.201
H -5.586 1.595 0.080 0.207
H -3.126 1.605 0.224 0.231
H -2.246 3.966 1.942 0.210
H -1.836 6.176 2.965 0.203
H -0.436 6.356 4.986 0.201
H 0.552 4.328 5.988 0.202
H 0.147 2.117 4.949 0.215
O -0.744 -3.145 -5.079 -0.725
C 0.663 -3.048 -5.004 -0.044
C 1.062 -2.274 -3.730 -0.146
C 2.604 -2.207 -3.662 -0.056
O 3.106 -1.927 -2.395 -0.745
C 0.439 -0.885 -3.860 -0.565
Se 1.119 0.571 -2.703 -0.302
C 0.516 -3.094 -2.559 -0.602
Se 0.962 -2.579 -0.713 0.398
H -0.977 -3.672 -5.850 0.468
H 1.057 -2.525 -5.888 0.160
H 1.112 -4.051 -4.977 0.153
H 2.958 -1.469 -4.398 0.173
H 3.012 -3.189 -3.923 0.166
H 2.889 -0.999 -2.179 0.505
H -0.639 -0.945 -3.717 0.223
H 0.620 -0.511 -4.870 0.208
H 0.917 -4.111 -2.644 0.212
H -0.575 -3.140 -2.624 0.250
Cl -1.907 -0.467 -1.552 0.103
C -3.297 -1.184 -0.846 -0.128
C -4.452 -1.251 -1.599 -0.220
C -5.590 -1.822 -1.059 -0.250
C -5.557 -2.319 0.235 -0.221
C -4.398 -2.236 0.977 -0.101
Cl -4.388 -2.834 2.594 0.008
C -3.217 -1.669 0.468 -0.112
S -1.789 -1.604 1.419 -0.226
H -4.453 -0.850 -2.602 0.218
H -6.494 -1.883 -1.644 0.208
H -6.433 -2.774 0.671 0.217
```

**Total charge**: -1
**<S²>**: 6.031
**Gap between HOMO and LUMO (alpha / beta)**: 0.2303 / 0.2087 Eh
**Spin multiplicity**: 5
**Max |F|**: 1.1 eV/Å
**Lowest unoccupied orbital energy (alpha / beta)**: 2.3 / 1.2 eV